(1)
DFT (wB97M-V/def2-TZVPD) results for one molecule with the formula C22H23FN2O2.

Atoms and positions in Å:
O: -1.266 -0.822 -1.501
C: -1.620 -1.125 -0.374
N: -1.085 -0.556 0.737
C: 0.110 0.211 0.726
C: 0.175 1.538 0.609
C: -0.925 2.479 0.423
C: -2.034 2.193 -0.372
C: -3.060 3.109 -0.507
C: -2.971 4.317 0.160
C: -1.875 4.640 0.940
C: -0.853 3.720 1.058
H: 0.009 3.957 1.665
H: -1.832 5.597 1.436
F: -3.974 5.212 0.037
H: -3.919 2.900 -1.125
H: -2.075 1.268 -0.922
H: 1.151 1.991 0.724
C: 1.329 -0.610 1.085
O: 1.462 -1.020 2.228
N: 2.194 -0.874 0.094
C: 1.993 -0.513 -1.292
H: 0.931 -0.328 -1.470
C: 2.807 0.707 -1.727
H: 2.694 0.811 -2.807
H: 2.390 1.604 -1.266
C: 4.293 0.615 -1.377
C: 4.552 0.683 0.132
C: 4.554 -0.674 0.841
C: 3.407 -1.599 0.411
H: 3.693 -2.176 -0.471
H: 3.182 -2.293 1.225
H: 5.496 -1.191 0.648
H: 4.485 -0.496 1.915
H: 3.795 1.324 0.589
H: 5.521 1.152 0.314
H: 4.800 1.455 -1.858
H: 4.720 -0.301 -1.789
H: 2.286 -1.374 -1.902
H: -1.320 -0.948 1.638
C: -2.721 -2.092 -0.110
C: -3.766 -2.155 -1.027
C: -4.811 -3.040 -0.836
C: -4.811 -3.882 0.264
C: -3.761 -3.842 1.167
C: -2.719 -2.950 0.985
H: -1.893 -2.954 1.683
H: -3.752 -4.511 2.015
H: -5.624 -4.576 0.414
H: -5.623 -3.077 -1.546
H: -3.743 -1.500 -1.885

Summary:
Relative energy (zero: lowest compared OMol25 entry of this formula, charge and spin) = 24.04 kJ/mol
Lowest unoccupied orbital energy = 0.68 eV
Net charge = 0
HOMO = -8.77 eV
HOMO-LUMO gap = 9.45 eV
SMILES = O=C(N/C(=C\c1ccc(F)cc1)C(=O)N1CCCCCC1)c1ccccc1
Energy = -1212.0222 Ha

(2)
DFT (wB97M-V/def2-TZVPD) results for one molecule with the formula C22H23FN2S.

Atoms and positions in Å:
C: -0.300 3.722 4.152
H: -0.964 4.437 3.672
H: -0.903 2.910 4.553
H: 0.200 4.218 4.981
C: 0.722 3.184 3.156
C: 1.669 2.183 3.820
C: 2.644 1.617 2.790
N: 1.932 0.991 1.698
C: 1.854 -0.348 1.590
S: 2.531 -1.370 2.706
C: 1.222 -0.930 0.417
C: 1.429 -0.581 -0.895
N: 0.745 -1.414 -1.727
C: 0.054 -2.321 -0.966
C: -0.798 -3.351 -1.345
C: -1.352 -4.120 -0.345
C: -1.072 -3.875 1.002
C: -0.233 -2.853 1.385
C: 0.346 -2.064 0.394
H: -0.009 -2.671 2.424
H: -1.526 -4.504 1.753
H: -2.018 -4.930 -0.606
H: -1.025 -3.540 -2.384
C: 0.704 -1.319 -3.162
C: -0.668 -0.922 -3.654
C: -1.282 0.236 -3.193
C: -2.547 0.617 -3.598
C: -3.228 -0.179 -4.502
C: -2.638 -1.333 -4.987
C: -1.373 -1.699 -4.563
H: -0.918 -2.602 -4.945
H: -3.166 -1.954 -5.695
H: -4.217 0.106 -4.827
H: -2.977 1.525 -3.207
F: -0.620 1.033 -2.323
H: 1.439 -0.568 -3.471
H: 0.983 -2.282 -3.604
H: 2.059 0.191 -1.295
C: 1.060 1.911 1.002
H: 0.546 1.400 0.189
C: 0.033 2.496 1.976
H: -0.599 1.687 2.348
H: -0.602 3.204 1.440
H: 1.672 2.717 0.581
H: 3.296 0.871 3.248
H: 3.257 2.425 2.374
H: 2.229 2.663 4.623
H: 1.093 1.361 4.250
H: 1.314 4.024 2.772

Summary:
Relative energy (zero: lowest compared OMol25 entry of this formula, charge and spin) = 0.00 kJ/mol
Lowest unoccupied orbital energy = 0.67 eV
Net charge = 0
HOMO = -7.53 eV
HOMO-LUMO gap = 8.21 eV
SMILES = CC1CCN(C(=S)c2cn(Cc3ccccc3F)c3ccccc23)CC1
Energy = -1459.7250 Ha